Computed, not measured: a 8-piece molecular cluster, C37H74FNO15S7 overall, with ωB97M-V/def2-TZVPD.

```
135
Properties=species:S:1:pos:R:3:forces:R:3
C -6.302764 -0.640641 2.459568 0.2 -0.1 0.0
C -4.991120 -0.526721 2.616014 -0.1 -0.1 0.1
C -4.061959 0.063592 1.597382 0.1 0.3 0.0
C -3.873165 -0.821924 0.350903 0.0 -0.2 0.1
C -3.646493 -0.029779 -0.937253 0.0 0.2 -0.1
N -4.778917 0.121873 -1.847661 -0.2 0.1 0.2
O -2.726752 -1.661857 0.455252 -0.1 0.0 0.1
C -2.674266 -2.489605 1.600719 -0.1 0.1 -0.1
C -1.635675 -3.546057 1.282785 0.1 -0.1 0.4
F -0.972641 -3.850638 2.491505 0.1 -0.1 -0.2
C -2.203110 -4.821429 0.674365 0.0 0.1 -0.1
C -2.524036 -5.900924 1.698963 -0.1 0.0 0.0
H -6.815139 -0.199816 1.611085 0.0 -0.1 -0.1
H -6.869885 -1.252912 3.146118 -0.1 0.3 0.1
H -4.550724 -0.950575 3.513101 0.1 -0.1 -0.1
H -4.423263 1.035612 1.251689 -0.1 0.0 0.1
H -3.079909 0.245942 2.039401 0.0 0.1 -0.1
H -4.777012 -1.442310 0.252776 0.1 -0.1 -0.1
H -3.311513 0.972016 -0.671325 0.2 0.0 -0.1
H -2.839197 -0.531515 -1.471618 0.0 0.0 -0.1
H -5.232511 -0.768260 -2.021659 0.1 0.0 0.0
H -5.481474 0.721032 -1.427582 0.0 0.0 0.0
H -2.358594 -1.935282 2.490322 0.0 0.1 0.0
H -3.657373 -2.932694 1.805422 0.0 0.0 0.0
H -0.891379 -3.098774 0.621620 0.0 0.1 0.0
H -1.520513 -5.209154 -0.083094 0.0 -0.1 0.1
H -3.118903 -4.539353 0.148055 0.0 0.0 -0.1
H -1.625781 -6.285904 2.176496 0.0 0.0 0.0
H -3.030221 -6.729266 1.202755 0.0 0.0 0.0
H -3.181234 -5.524442 2.484953 0.0 0.0 0.0
O 2.997095 -2.364894 -0.627784 -0.1 0.0 -0.1
S 3.477932 -2.675750 0.697266 0.0 0.1 0.1
O 4.623692 -3.532945 0.856288 0.0 0.0 0.0
C 3.708070 -1.142229 1.598661 -0.1 -0.3 0.0
C 2.350528 -0.887121 2.241907 0.0 -0.1 -0.2
C 1.874235 -2.242371 2.784739 0.0 0.0 0.0
C 2.093259 -3.281097 1.680545 0.0 0.0 0.1
H 4.031873 -0.384197 0.889210 0.0 0.0 0.0
H 4.487807 -1.318552 2.339634 -0.2 0.0 -0.2
H 2.419454 -0.134586 3.026176 -0.1 0.0 0.0
H 1.648677 -0.519189 1.489395 0.0 0.1 0.1
H 2.463272 -2.512023 3.663648 0.0 0.0 0.0
H 0.828033 -2.218436 3.082101 0.0 0.0 0.0
H 2.347403 -4.268789 2.055812 0.0 0.0 0.0
H 1.243959 -3.352415 1.006231 0.0 0.0 0.0
O -1.774838 2.571139 -0.179575 -0.1 0.1 0.0
S -0.346703 2.372016 -0.304224 0.0 -0.2 -0.1
O 0.485245 2.506405 0.865766 0.0 0.0 0.1
C -0.049785 0.791222 -1.097440 0.0 0.0 0.0
C -0.041684 1.125550 -2.583760 -0.1 0.0 0.0
C 0.766878 2.422255 -2.712938 -0.1 0.0 0.0
C 0.254308 3.397248 -1.649907 0.1 0.0 -0.1
H -0.828492 0.100379 -0.779119 0.0 0.0 0.0
H 0.924185 0.443138 -0.752251 0.0 0.0 0.0
H 0.396186 0.317713 -3.168664 0.0 0.0 0.0
H -1.064165 1.277216 -2.939467 0.0 0.0 0.0
H 1.822192 2.220343 -2.540894 0.0 0.0 0.0
H 0.671161 2.864870 -3.702968 0.0 0.0 0.0
H 1.024145 4.054447 -1.252886 0.0 0.0 0.0
H -0.588848 3.990094 -2.001722 0.0 0.0 0.0
O 4.668308 1.026632 -3.928518 0.0 0.0 0.0
S 4.147385 2.181832 -4.619812 0.0 -0.1 0.0
O 3.565513 3.253847 -3.851458 0.1 0.1 0.0
C 5.399246 2.829439 -5.727019 0.0 0.0 -0.1
C 5.165633 2.070265 -7.027928 0.0 0.0 0.0
C 3.644111 2.038531 -7.232059 0.0 0.0 0.0
C 3.012894 1.616975 -5.901248 0.0 0.1 0.0
H 6.375121 2.669384 -5.273692 0.0 0.0 0.0
H 5.203335 3.896032 -5.833977 0.0 0.0 0.0
H 5.675911 2.551974 -7.860366 0.0 0.0 0.0
H 5.556499 1.054867 -6.937916 0.0 0.0 0.0
H 3.289219 3.032149 -7.510923 0.0 0.0 0.0
H 3.358407 1.351700 -8.026908 0.0 0.0 0.0
H 2.041563 2.067920 -5.711143 0.0 0.0 0.0
H 2.947907 0.535743 -5.794922 0.0 0.0 0.0
O -6.528758 -3.623475 4.125975 0.0 0.0 0.0
S -7.582940 -4.079658 3.253448 0.0 -0.1 0.0
O -7.469867 -3.879403 1.831835 0.0 0.0 0.0
C -7.923620 -5.800298 3.622803 0.0 0.0 0.0
C -8.979466 -5.741885 4.719812 0.0 0.0 0.0
C -9.973908 -4.654478 4.289485 0.0 0.0 0.0
C -9.156271 -3.433974 3.856190 0.0 0.0 0.0
H -6.985549 -6.268516 3.911495 0.0 0.0 0.0
H -8.306113 -6.253758 2.708523 0.0 0.0 0.0
H -9.466317 -6.706989 4.850788 0.0 0.0 0.0
H -8.511801 -5.470760 5.668375 0.0 0.0 0.0
H -10.570677 -5.016793 3.450543 0.0 0.0 0.0
H -10.660367 -4.393897 5.093417 0.0 0.0 0.0
H -9.607875 -2.864420 3.047833 0.0 0.0 0.0
H -8.918611 -2.774720 4.689062 0.0 0.0 0.0
O -2.104549 4.750790 -4.667735 0.0 0.0 0.0
S -2.861582 3.535009 -4.850293 0.0 -0.1 0.2
O -2.196803 2.367419 -5.376985 0.0 0.0 0.0
C -3.710526 3.130220 -3.325741 0.0 0.0 0.0
C -5.047516 3.851108 -3.442617 0.0 0.0 0.0
C -5.527587 3.617013 -4.881000 0.0 0.0 0.0
C -4.344297 3.905538 -5.809082 0.0 0.0 0.0
H -3.094629 3.451895 -2.486898 0.0 0.0 0.0
H -3.843555 2.046743 -3.298141 0.0 0.0 0.0
H -5.760458 3.469730 -2.712813 0.0 0.0 0.0
H -4.915388 4.919242 -3.256799 0.0 0.0 0.0
H -5.839589 2.577281 -4.994009 0.0 0.0 0.0
H -6.378750 4.248255 -5.132375 0.0 0.0 0.0
H -4.321134 3.282747 -6.699791 0.0 0.0 0.0
H -4.275434 4.955522 -6.086958 0.0 0.0 0.0
O 8.813430 3.929967 -1.280996 0.0 0.0 0.0
S 8.443300 2.556522 -1.527218 0.0 -0.1 0.0
O 9.217823 1.776532 -2.460156 0.0 0.0 0.0
C 8.297374 1.703247 0.046709 0.0 0.0 0.0
C 6.842362 1.916577 0.452609 0.1 0.0 0.0
C 6.019241 1.698914 -0.820327 -0.1 0.0 0.0
C 6.696185 2.480634 -1.945894 -0.1 0.0 0.0
H 9.034528 2.126082 0.725435 0.0 0.0 0.0
H 8.516905 0.651729 -0.138180 0.0 0.0 0.0
H 6.549763 1.236045 1.250076 0.0 0.0 0.0
H 6.710512 2.940083 0.813685 0.0 0.0 0.0
H 5.998564 0.637032 -1.071707 0.0 0.0 0.0
H 4.987179 2.024781 -0.698584 0.0 0.0 0.0
H 6.593557 1.985660 -2.905564 0.1 0.0 0.0
H 6.340094 3.508166 -2.001654 0.0 0.0 0.0
O 5.955532 -0.079870 3.138002 0.2 0.2 0.1
S 6.031377 -0.172889 4.576936 0.1 0.1 0.2
O 6.333547 -1.437463 5.191522 0.0 0.0 0.0
C 7.138357 1.105745 5.170520 0.0 0.0 0.0
C 6.231599 2.312319 5.380533 0.0 0.0 0.0
C 4.962246 1.773991 6.055614 0.0 0.0 0.0
C 4.524661 0.530912 5.275779 0.0 0.0 0.0
H 7.919402 1.241475 4.426041 0.0 0.0 0.0
H 7.568418 0.746481 6.105238 0.0 0.0 0.0
H 6.721437 3.073081 5.986162 0.0 0.0 0.0
H 5.983432 2.760925 4.416282 0.0 0.0 0.0
H 5.184439 1.503808 7.089460 0.0 0.0 0.0
H 4.168180 2.518565 6.072837 0.0 0.0 0.0
H 4.059184 -0.236840 5.888708 0.0 0.0 0.0
H 3.880711 0.775334 4.432838 0.0 0.0 0.0
```
Positions in Å, forces in eV/Å.

Its total energy is -5524.65146 hartree. The lowest unoccupied orbital energy is 0.0156 Eh. For the highest occupied orbital energy, the calculation gives -9.25 eV. For the frontier orbital gap, the calculation gives 9.678 eV. As for the SMILES: C=CC[C@@H](CN)OC[C@@H](F)CC.O=S1(=O)CCCC1.O=S1(=O)CCCC1.O=S1(=O)CCCC1.O=S1(=O)CCCC1.O=S1(=O)CCCC1.O=S1(=O)CCCC1.O=S1(=O)CCCC1. The total charge is 0.